16
Properties=species:S:1:pos:R:3:forces:R:3:mulliken_charge:R:1 method="wB97M-V/def2-TZVPD" homo_lumo_gap_ev="5.43 / 6.50" largest_force_ev_per_a=2.349 de_lowest_kj_mol=313.46 total_charge=-1
C -1.426 0.004 -0.823 -0.230 0.111 0.298 -0.346
C -1.054 -0.020 0.680 0.613 -0.862 -0.976 0.073
C 0.457 0.125 0.785 -0.119 -0.690 2.242 -0.002
N -1.135 -1.018 -1.637 0.706 -0.052 0.367 -0.522
N 1.280 -0.254 -0.466 -0.303 0.523 1.835 0.118
N 1.028 -0.950 -1.344 -0.086 -0.570 -1.547 0.512
O 1.397 -1.551 -2.277 0.182 -0.243 0.087 -0.495
O 0.846 -0.686 1.864 -0.293 0.524 -1.376 -0.406
Cl -1.955 1.313 1.464 0.418 -1.119 0.423 -0.101
Cl 3.700 -0.805 0.589 -0.358 0.150 0.035 -0.648
Cl -0.981 3.109 -0.846 0.384 -0.234 -0.519 -0.664
H -2.483 0.148 -0.834 -1.285 0.642 -0.428 0.522
H -0.953 1.017 -1.167 -0.592 0.325 -0.188 0.097
H -1.261 -1.016 1.124 -0.327 0.828 -0.095 0.376
H 0.740 1.127 0.987 0.341 1.073 -0.425 0.282
H 1.801 -0.543 1.900 0.949 -0.405 0.267 0.202